29
Properties=species:S:1:pos:R:3 method="wB97M-V/def2-TZVPD" de_lowest_ev=1.201 e_tot_ev=-24888.0712 charge=+1 largest_force_ev_per_a=6.10 gap_ev=9.126 smiles="C[NH+](C)[C@@H]1NCCS[C@H]1/C=C/C#N" lumo_energy_ev=-3.341 homo_ev=-12.5
C -4.36 -0.47 -0.10
C -3.18 -0.01 0.59
C -2.14 0.42 -0.16
C 2.00 1.82 -0.50
C 1.14 2.79 0.29
C -0.84 0.96 0.23
C 0.34 0.05 -0.45
C 1.09 -2.19 -1.12
C 0.53 -1.67 1.28
N -5.32 -0.89 -0.55
N 1.64 0.48 0.02
N 0.24 -1.41 -0.13
S -0.54 2.74 -0.13
H -3.20 0.26 1.64
H -2.19 0.47 -1.18
H 1.63 1.86 -1.55
H 3.01 1.78 -0.23
H 1.20 2.60 1.42
H 1.46 3.91 0.28
H -0.49 0.85 1.34
H 0.16 0.19 -1.58
H 2.21 -2.05 -0.88
H 1.01 -3.36 -0.93
H 0.82 -1.94 -2.06
H 1.69 -1.54 1.20
H 0.08 -1.00 1.97
H 0.39 -2.67 1.53
H 2.29 -0.31 0.00
H -0.66 -1.70 -0.25